Computed, not measured: 6 unconnected molecules or ions with the total composition C33H47N5O11P3S in a non-equilibrium geometry, with ωB97M-V/def2-TZVPD.

Atoms and positions in Å:
C: 1.64 -0.39 0.88
C: 0.80 0.95 0.98
C: 0.70 1.46 2.44
C: 0.46 0.36 3.53
C: -0.64 -0.70 3.17
C: -0.02 -2.12 3.53
S: -1.28 -3.39 3.93
O: -0.60 -4.39 4.81
O: -1.84 -4.08 2.75
O: -2.50 -2.74 4.87
O: 1.68 1.88 0.29
P: 1.28 1.94 -1.40
C: 3.04 2.50 -2.02
P: 3.99 1.11 -2.75
O: 3.25 0.24 -3.74
O: 4.75 0.21 -1.55
O: 5.27 1.82 -3.59
O: -0.32 1.20 -1.26
C: -0.54 0.96 0.12
P: -1.84 2.25 0.55
O: -2.78 2.50 -0.60
O: -0.98 3.67 0.81
O: -2.68 1.82 1.93
H: 2.37 -0.32 0.06
H: 0.95 -1.25 0.74
H: 2.25 -0.56 1.80
H: -0.05 2.27 2.60
H: 1.69 1.93 2.67
H: 0.10 0.90 4.44
H: 1.42 -0.11 3.84
H: -0.91 -0.74 2.11
H: -1.58 -0.55 3.74
H: 0.53 -2.45 2.64
H: 0.62 -2.04 4.43
H: -2.09 -1.96 5.26
H: 0.80 3.30 -1.36
H: 0.96 1.99 -2.82
H: 1.71 0.60 -1.70
H: 2.99 3.32 -2.77
H: 3.62 2.86 -1.14
H: 4.23 -0.58 -1.37
H: 5.35 1.40 -4.44
H: -0.99 -0.07 0.10
H: -1.38 4.34 0.25
H: -3.61 1.99 1.77
N: 3.92 2.09 3.40
C: 5.08 1.96 2.75
C: 6.26 2.55 3.17
C: 6.24 3.33 4.31
C: 5.04 3.49 4.99
C: 3.92 2.85 4.50
H: 5.05 1.34 1.86
H: 7.18 2.40 2.61
H: 7.14 3.81 4.67
H: 4.98 4.09 5.89
H: 2.96 2.94 4.99
N: 5.19 -3.32 -2.23
C: 4.73 -2.65 -3.29
C: 4.32 -3.25 -4.47
C: 4.41 -4.63 -4.56
C: 4.89 -5.35 -3.48
C: 5.26 -4.65 -2.34
H: 4.68 -1.57 -3.18
H: 3.95 -2.66 -5.30
H: 4.10 -5.14 -5.47
H: 4.97 -6.43 -3.51
H: 5.64 -5.17 -1.47
N: -4.36 -1.15 1.03
C: -5.51 -1.79 1.23
C: -6.62 -1.68 0.40
C: -6.53 -0.83 -0.69
C: -5.35 -0.15 -0.92
C: -4.30 -0.34 -0.04
H: -5.53 -2.44 2.10
H: -7.53 -2.23 0.62
H: -7.38 -0.71 -1.36
H: -5.24 0.52 -1.77
H: -3.35 0.17 -0.18
N: 1.67 4.63 -4.34
C: 2.89 4.88 -4.81
C: 3.20 5.97 -5.61
C: 2.18 6.84 -5.96
C: 0.90 6.60 -5.49
C: 0.70 5.48 -4.68
H: 3.66 4.17 -4.52
H: 4.21 6.13 -5.96
H: 2.38 7.70 -6.59
H: 0.08 7.25 -5.73
H: -0.28 5.25 -4.29
N: -9.06 -4.22 0.56
C: -8.40 -5.30 0.12
C: -8.37 -6.51 0.79
C: -9.06 -6.62 1.99
C: -9.75 -5.51 2.47
C: -9.72 -4.35 1.72
H: -7.88 -5.17 -0.82
H: -7.82 -7.35 0.39
H: -9.06 -7.55 2.55
H: -10.29 -5.56 3.40
H: -10.24 -3.46 2.05

Energy (Eh): -3809.4505
Charge: -1

=====

Computed, not measured: C3H8NP in the gas phase in a non-equilibrium geometry, with ωB97M-V/def2-TZVPD.

Atoms and positions in Å:
C: -2.68 -0.15 -0.36
C: 0.45 0.94 0.44
C: 1.35 -1.20 -0.12
N: 0.18 -0.36 0.01
P: -1.38 -0.72 -1.31
H: -3.74 -0.39 -0.72
H: -2.52 0.41 0.65
H: 1.35 1.04 0.93
H: 0.63 1.73 -0.47
H: -0.33 1.44 1.18
H: 1.95 -0.85 -0.87
H: 1.77 -1.03 0.78
H: 0.96 -2.15 -0.31

Energy (Eh): -515.0830
Charge: 0
ΔE to the lowest compared entry with this formula, charge and spin (kJ/mol): 255.47

=====

Computed, not measured: a molecular structure, C29H34N8O4PTa in a non-equilibrium geometry, with ωB97M-V/def2-TZVPD.

Atoms and positions in Å:
Ta: 0.08 0.76 0.20
C: 4.98 -0.35 2.95
N: 3.56 -0.46 2.62
C: 2.75 -1.49 2.98
C: 1.51 -1.21 2.48
N: 1.56 0.00 1.83
C: 2.83 0.43 1.93
P: 3.48 2.03 1.32
C: 3.09 1.67 -0.45
N: 1.92 1.24 -0.94
C: 2.13 0.91 -2.26
C: 3.44 1.15 -2.56
N: 4.02 1.63 -1.41
C: 5.43 2.00 -1.31
C: 1.96 2.95 1.74
N: 0.72 2.57 1.41
C: -0.14 3.45 2.04
C: 0.60 4.35 2.74
N: 1.91 4.02 2.54
C: 3.03 4.77 3.12
H: 5.30 -1.26 3.45
H: 5.58 -0.23 2.05
H: 5.16 0.49 3.62
H: 3.09 -2.34 3.54
H: 0.61 -1.79 2.57
H: 1.35 0.54 -2.90
H: 3.98 1.02 -3.48
H: 6.04 1.12 -1.09
H: 5.77 2.40 -2.27
H: 5.59 2.74 -0.54
H: -1.21 3.38 1.95
H: 0.29 5.17 3.36
H: 2.93 5.83 2.88
H: 3.01 4.68 4.21
H: 3.98 4.40 2.75
N: -1.96 -0.73 1.01
C: -1.87 -2.15 0.54
C: -1.50 -2.21 -0.96
C: -0.48 -1.15 -1.08
O: -0.66 -0.07 -1.72
O: 0.51 -1.14 -0.26
H: -2.13 -0.76 2.02
H: -2.80 -0.32 0.61
H: -2.83 -2.66 0.68
H: -1.12 -2.67 1.12
H: -2.34 -2.00 -1.62
H: -1.10 -3.20 -1.20
C: -3.43 6.20 -1.31
O: -2.55 5.13 -1.69
C: -1.23 5.33 -1.68
C: -0.62 6.43 -1.08
C: 0.74 6.64 -1.21
C: 1.53 5.79 -1.98
C: 0.93 4.71 -2.60
C: -0.42 4.43 -2.41
N: -0.98 3.38 -3.20
C: -2.02 2.61 -3.07
C: -2.90 2.37 -1.95
C: -4.26 2.35 -2.31
C: -5.26 2.36 -1.36
C: -4.92 2.31 -0.01
C: -3.59 2.19 0.36
C: -2.57 2.21 -0.58
O: -1.32 1.87 -0.13
H: -4.43 5.87 -1.56
H: -3.21 7.11 -1.87
H: -3.37 6.39 -0.24
H: -1.22 7.16 -0.55
H: 1.19 7.52 -0.76
H: 2.57 6.02 -2.16
H: 1.49 4.09 -3.29
H: -0.53 3.33 -4.11
H: -2.32 2.13 -3.99
H: -4.52 2.40 -3.36
H: -6.30 2.42 -1.66
H: -5.70 2.31 0.74
H: -3.33 2.07 1.41

Energy (Eh): -2261.6255
Charge: +4
ΔE to the lowest compared entry with this formula, charge and spin (kJ/mol): 119.30

=====

Computed, not measured: 2 unconnected molecules or ions with the total composition C4H11O2PS, with ωB97M-V/def2-TZVPD.

Atoms and positions in Å:
C: 2.84 1.36 2.95
C: -3.05 0.73 -2.38
C: 0.47 -1.54 -1.66
C: 2.05 0.31 2.94
O: -1.97 1.40 -1.75
O: -0.47 -0.54 -1.97
P: -0.78 0.70 -0.95
S: -1.82 -0.46 0.58
H: -1.95 0.60 1.37
H: 3.62 1.49 3.69
H: 2.74 2.16 2.24
H: -3.98 1.01 -1.88
H: -2.93 -0.35 -2.36
H: -3.09 1.06 -3.42
H: 0.03 -2.50 -1.93
H: 0.73 -1.55 -0.60
H: 1.38 -1.38 -2.25
H: 2.14 -0.49 3.66
H: 1.28 0.20 2.20

Energy (Eh): -1049.0135
Charge: 0
ΔE to the lowest compared entry with this formula, charge and spin (kJ/mol): 89.99